{
  "formula": "H6O3",
  "method": "wB97M-V/def2-TZVPD",
  "multiplicity": 1,
  "max_force_ev_per_a": 0.80,
  "total_charge": 0,
  "gap_ha": 0.40730,
  "e_lumo_ev": 0.43,
  "de_lowest_ev": 0.295,
  "elements": ["O", "H", "H", "O", "H", "H", "O", "H", "H"],
  "xyz": [[34.708, -25.393, -11.717], [35.375, -25.896, -12.241], [33.871, -25.844, -11.870], [36.998, -26.007, -13.083], [37.140, -26.802, -13.612], [37.647, -26.064, -12.369], [35.390, -23.410, -9.714], [35.440, -22.944, -10.553], [35.093, -24.298, -9.957]]
}

{
  "formula": "C57H55BrO5P2PdS",
  "method": "wB97M-V/def2-TZVPD",
  "multiplicity": 5,
  "max_force_ev_per_a": 1.55,
  "total_charge": 2,
  "gap_ha": [0.30072, 0.19650],
  "e_lumo_ev": [-4.34, -8.14],
  "elements": ["Pd", "O", "C", "C", "C", "C", "C", "C", "P", "C", "C", "C", "C", "C", "C", "C", "C", "C", "C", "C", "C", "C", "C", "C", "C", "C", "C", "P", "C", "C", "C", "C", "C", "C", "C", "C", "C", "C", "C", "C", "H", "H", "H", "H", "H", "H", "H", "H", "H", "H", "H", "H", "H", "H", "H", "H", "H", "H", "H", "H", "H", "H", "H", "H", "H", "H", "H", "H", "C", "C", "C", "C", "C", "C", "C", "Br", "C", "O", "C", "C", "C", "C", "C", "C", "H", "H", "H", "H", "H", "H", "H", "H", "H", "H", "H", "H", "H", "H", "H", "H", "H", "H", "H", "H", "C", "C", "C", "C", "C", "C", "C", "S", "O", "O", "O", "H", "H", "H", "H", "H", "H", "H"],
  "xyz": [[-0.339, -0.095, 0.360], [-4.141, 0.966, -0.728], [-4.629, 2.196, -0.334], [-5.810, 2.732, -0.813], [-6.263, 3.942, -0.305], [-5.531, 4.618, 0.658], [-4.300, 4.127, 1.060], [-3.819, 2.923, 0.541], [-2.032, 2.499, 0.606], [-1.600, 3.210, -1.013], [-1.620, 4.596, -1.185], [-1.466, 5.130, -2.452], [-1.307, 4.295, -3.552], [-1.306, 2.919, -3.384], [-1.458, 2.375, -2.117], [-1.428, 3.492, 1.971], [-2.048, 3.316, 3.214], [-1.638, 4.063, 4.303], [-0.600, 4.977, 4.160], [0.035, 5.135, 2.933], [-0.359, 4.383, 1.842], [-4.876, -0.180, -0.487], [-6.253, -0.238, -0.331], [-6.859, -1.458, -0.068], [-6.112, -2.615, 0.081], [-4.736, -2.551, -0.038], [-4.117, -1.343, -0.349], [-2.306, -1.273, -0.421], [-1.972, -1.879, 1.275], [-2.151, -0.900, 2.272], [-1.921, -1.204, 3.609], [-1.535, -2.484, 3.962], [-1.407, -3.471, 2.984], [-1.613, -3.175, 1.651], [-1.770, -2.238, -1.852], [-0.609, -1.816, -2.508], [-0.241, -2.391, -3.711], [-1.029, -3.383, -4.277], [-2.183, -3.807, -3.633], [-2.564, -3.230, -2.433], [-6.357, 2.227, -1.597], [-7.195, 4.354, -0.667], [-5.893, 5.550, 1.070], [-3.698, 4.700, 1.751], [-1.775, 5.253, -0.339], [-1.486, 6.205, -2.581], [-1.201, 4.721, -4.541], [-1.192, 2.266, -4.238], [-1.479, 1.301, -1.993], [-2.864, 2.609, 3.318], [-2.125, 3.933, 5.260], [-0.278, 5.564, 5.010], [0.853, 5.836, 2.833], [0.157, 4.484, 0.896], [-6.870, 0.643, -0.380], [-7.935, -1.494, 0.038], [-6.594, -3.554, 0.316], [-4.137, -3.433, 0.150], [-2.581, 0.063, 2.015], [-2.053, -0.445, 4.369], [-1.351, -2.728, 4.999], [-1.152, -4.482, 3.274], [-1.518, -3.949, 0.901], [0.007, -1.027, -2.096], [0.654, -2.053, -4.216], [-0.751, -3.821, -5.227], [-2.802, -4.575, -4.076], [-3.482, -3.549, -1.963], [6.401, -1.932, -0.415], [6.065, -2.904, 0.741], [6.687, -4.274, 0.441], [6.669, -2.364, 2.043], [4.555, -2.956, 0.794], [3.826, -2.060, 1.608], [2.480, -2.011, 1.481], [1.425, -0.930, 2.610], [1.747, -2.753, 0.470], [0.595, -2.404, 0.127], [2.460, -3.892, -0.106], [3.827, -3.887, 0.022], [1.715, -5.094, -0.676], [2.650, -6.082, -1.379], [1.084, -5.797, 0.544], [0.608, -4.716, -1.669], [7.481, -1.788, -0.460], [5.925, -0.961, -0.264], [6.066, -2.339, -1.370], [7.772, -4.193, 0.497], [6.443, -4.631, -0.559], [6.365, -5.019, 1.171], [7.755, -2.427, 1.986], [6.344, -2.955, 2.901], [6.416, -1.317, 2.215], [4.325, -1.422, 2.321], [4.384, -4.656, -0.487], [3.391, -6.512, -0.705], [3.159, -5.611, -2.222], [2.054, -6.907, -1.770], [1.849, -6.086, 1.267], [0.563, -6.699, 0.220], [0.367, -5.141, 1.043], [1.036, -4.244, -2.555], [-0.111, -4.027, -1.232], [0.084, -5.619, -1.982], [3.457, 7.230, -1.035], [3.012, 5.815, -0.802], [3.508, 5.076, 0.273], [3.130, 3.760, 0.466], [2.247, 3.175, -0.434], [1.740, 3.883, -1.515], [2.130, 5.199, -1.691], [1.683, 1.563, -0.064], [2.775, 0.796, 0.455], [1.009, 0.926, -1.217], [0.572, 1.789, 0.952], [3.890, 7.668, -0.137], [2.633, 7.858, -1.370], [4.221, 7.246, -1.815], [4.212, 5.533, 0.957], [3.508, 3.180, 1.298], [1.063, 3.397, -2.205], [1.756, 5.755, -2.542]]
}

{
  "formula": "CHF2NO3",
  "method": "wB97M-V/def2-TZVPD",
  "multiplicity": 1,
  "max_force_ev_per_a": 4.67,
  "total_charge": 0,
  "gap_ha": 0.43229,
  "e_lumo_ev": -0.27,
  "de_lowest_ev": 0.971,
  "elements": ["O", "N", "O", "C", "O", "F", "F", "H"],
  "xyz": [[0.314, -1.692, -0.400], [-0.492, -0.898, -0.008], [-1.613, -1.156, 0.211], [-0.011, 0.570, 0.176], [1.243, 0.725, 0.150], [-0.731, 1.287, -0.954], [-0.595, 1.029, 1.237], [1.885, 0.135, -0.411]]
}

{
  "formula": "H4S3",
  "method": "wB97M-V/def2-TZVPD",
  "multiplicity": 2,
  "max_force_ev_per_a": 1.02,
  "total_charge": 1,
  "gap_ha": [0.32824, 0.15638],
  "e_lumo_ev": [-5.13, -9.59],
  "de_lowest_ev": 0.703,
  "elements": ["S", "H", "H", "S", "S", "H", "H"],
  "xyz": [[-2.661, -0.062, 0.052], [-2.800, 0.866, 0.993], [-2.590, -1.063, 0.962], [1.160, 0.247, -1.030], [1.677, -0.125, 0.877], [-0.198, 0.459, -0.966], [1.669, -1.465, 0.650]]
}